C2H6N2O3 in the gas phase at a distorted geometry. Source: OMol25; level of theory: ωB97M-V/def2-TZVPD.

The calculation puts the lowest unoccupied orbital energy at 0.75 eV. The value obtained for the energy relative to the best compared isomer or geometry (same formula, charge and spin) is 4.289 eV. The value obtained for the HOMO energy is -9.528 eV. As for the energy: -414.93800 Ha. Its HOMO-LUMO gap is 10.3 eV.

Structure (ORCA input):
```
! wB97M-V def2-TZVPD RIJCOSX def2/J DEFGRID3
* xyz 0 1
C 0.29 0.15 1.62
N 0.40 0.02 0.17
O 1.34 0.72 -0.37
O 0.60 -1.40 -0.11
C -0.89 0.38 -0.52
N -0.86 0.02 -1.79
O -1.74 0.97 0.08
H -0.48 -0.51 1.99
H 0.07 1.19 1.84
H 1.26 -0.11 2.04
H 1.55 -1.49 -0.33
H 0.02 -0.31 -2.19
H -1.57 0.36 -2.42
*
```

6 unconnected molecules or ions with the total composition C35H28Br2FNO23S at a distorted geometry. Source: OMol25; level of theory: ωB97M-V/def2-TZVPD.

The calculation puts the lowest unoccupied orbital energy at -1.87 eV. The value obtained for the HOMO energy is -9.388 eV. As for the energy: -8781.80361 Ha. Its HOMO-LUMO gap is 7.5 eV.

Structure (ORCA input):
```
! wB97M-V def2-TZVPD RIJCOSX def2/J DEFGRID3
* xyz 0 1
C 4.27 -3.50 -0.13
O 3.10 -4.16 0.36
C 2.00 -4.04 -0.54
N 0.84 -3.41 0.10
C 0.31 -2.29 -0.63
Br -1.12 -2.44 -1.92
C 0.85 -1.11 -0.38
C 1.94 -0.88 0.65
Br 0.30 0.48 -1.32
S -0.34 -4.50 0.55
O -0.65 -5.46 -0.44
O -1.42 -3.76 1.06
F 0.32 -5.21 1.80
H 4.73 -4.09 -0.93
H 4.93 -3.36 0.74
H 4.05 -2.48 -0.51
H 2.33 -3.46 -1.41
H 1.79 -5.06 -0.89
H 2.71 -0.18 0.30
H 1.45 -0.50 1.57
H 2.44 -1.81 0.93
O -3.61 -5.12 -3.35
C -4.36 -5.00 -2.39
C -3.96 -5.34 -1.03
C -4.83 -5.19 -0.02
O -4.51 -5.49 1.23
C -6.22 -4.69 -0.25
O -6.98 -4.60 0.69
C -6.61 -4.33 -1.61
C -5.74 -4.47 -2.62
O -6.05 -4.15 -3.88
H -2.95 -5.70 -0.88
H -5.30 -5.30 1.76
H -7.61 -3.96 -1.77
H -5.26 -4.35 -4.41
O -1.64 2.80 -1.31
C -2.04 3.76 -0.67
C -2.91 4.79 -1.24
C -3.29 5.83 -0.50
O -4.09 6.79 -0.98
C -2.86 5.98 0.93
O -3.23 6.96 1.55
C -2.02 4.94 1.50
C -1.63 3.90 0.76
O -0.86 2.93 1.25
H -3.21 4.67 -2.27
H -4.22 7.42 -0.25
H -1.72 5.06 2.54
H -0.72 2.30 0.52
O 4.76 0.05 1.40
C 5.48 1.02 1.57
C 5.36 2.24 0.79
C 6.19 3.27 1.01
O 6.12 4.41 0.32
C 7.26 3.20 2.06
O 8.00 4.16 2.21
C 7.36 1.99 2.86
C 6.53 0.96 2.64
O 6.59 -0.16 3.35
H 4.59 2.28 0.03
H 6.82 4.98 0.67
H 8.12 1.96 3.63
H 5.89 -0.74 3.00
O -1.22 9.75 7.80
C -1.18 9.13 6.76
C -2.37 8.72 6.03
C -2.28 8.02 4.89
O -3.36 7.65 4.22
C -0.94 7.64 4.33
O -0.89 6.99 3.30
C 0.26 8.07 5.04
C 0.15 8.76 6.18
O 1.23 9.17 6.86
H -3.33 9.00 6.45
H -3.06 7.16 3.42
H 1.22 7.80 4.62
H 0.88 9.65 7.64
O -1.55 -4.19 -5.18
C -0.85 -5.08 -5.63
C -0.16 -4.97 -6.91
C 0.59 -5.99 -7.36
O 1.24 -5.92 -8.52
C 0.75 -7.25 -6.58
O 1.43 -8.15 -7.04
C 0.08 -7.36 -5.29
C -0.67 -6.34 -4.83
O -1.29 -6.41 -3.65
H -0.28 -4.06 -7.46
H 1.70 -6.78 -8.61
H 0.22 -8.27 -4.73
H -1.77 -5.56 -3.54
*
```

C7H4O4 in the gas phase at a distorted geometry. Source: OMol25; level of theory: ωB97M-V/def2-TZVPD.

The calculation puts the lowest unoccupied orbital energy at -1.58 eV. The value obtained for the energy relative to the best compared isomer or geometry (same formula, charge and spin) is 3.591 eV. The value obtained for the HOMO energy is -8.636 eV. As for the energy: -569.88783 Ha. Its HOMO-LUMO gap is 7.1 eV.

Structure (ORCA input):
```
! wB97M-V def2-TZVPD RIJCOSX def2/J DEFGRID3
* xyz 0 1
O 2.99 0.21 0.32
C 1.84 0.35 0.10
C 1.10 0.25 -1.26
C -0.12 -0.29 -1.18
O -1.38 0.21 -1.18
C -1.64 0.67 0.17
O -2.61 1.28 0.42
C -0.43 0.20 0.92
C 0.71 0.93 0.94
C -0.20 -1.18 0.38
O -1.17 -2.13 0.40
H 1.49 0.88 -2.05
H 0.73 2.00 1.07
H 0.75 -1.64 0.62
H -2.05 -1.73 0.32
*
```

2 unconnected molecules or ions with the total composition H5NS2 at a distorted geometry. Source: OMol25; level of theory: ωB97M-V/def2-TZVPD.

The calculation puts the lowest unoccupied orbital energy at 0.44 eV. The value obtained for the energy relative to the best compared isomer or geometry (same formula, charge and spin) is 0.738 eV. The value obtained for the HOMO energy is -8.306 eV. As for the energy: -854.08656 Ha. Its HOMO-LUMO gap is 8.7 eV.

Structure (ORCA input):
```
! wB97M-V def2-TZVPD RIJCOSX def2/J DEFGRID3
* xyz 0 1
S -1.23 -0.92 -0.22
S 0.74 -0.75 0.42
H -1.79 -0.34 0.80
H 1.00 -1.73 -0.42
N 0.77 2.78 -0.40
H 1.23 2.78 0.51
H 0.37 3.83 -0.39
H 1.69 2.78 -0.97
*
```

2 unconnected molecules or ions with the total composition C15H37N3O2P at a distorted geometry. Source: OMol25; level of theory: ωB97M-V/def2-TZVPD.

The calculation puts the lowest unoccupied orbital energy at 1.17 eV. The value obtained for the energy relative to the best compared isomer or geometry (same formula, charge and spin) is 2.396 eV. The value obtained for the HOMO energy is -1.850 eV. As for the energy: -1249.51649 Ha. Its HOMO-LUMO gap is 3.0 eV.

Structure (ORCA input):
```
! wB97M-V def2-TZVPD RIJCOSX def2/J DEFGRID3
* xyz -1 1
C -5.43 -0.18 2.87
C -3.99 0.33 3.53
C -3.50 -0.72 4.70
C -1.91 -1.22 4.52
N -1.78 -2.50 3.73
P -2.03 -2.29 1.98
C -2.38 -4.17 1.77
N -0.27 -2.66 1.73
C -2.20 -1.96 0.07
O -3.27 -2.31 -0.65
O -1.13 -1.23 -0.68
H -5.97 -1.00 3.54
H -6.22 0.71 2.79
H -5.28 -0.59 1.76
H -4.22 1.41 3.97
H -3.22 0.49 2.66
H -4.24 -1.62 4.83
H -3.53 -0.11 5.72
H -1.56 -1.47 5.63
H -1.23 -0.34 4.16
H -2.46 -3.22 4.13
H -1.64 -0.90 2.10
H -3.43 -2.02 2.13
H -2.77 -4.48 0.71
H -3.24 -4.49 2.54
H -1.46 -4.86 2.02
H -0.13 -3.14 0.80
H 0.06 -3.35 2.44
C 1.21 0.77 0.19
C 1.76 2.18 -0.01
C 1.82 2.71 -1.44
N 2.75 1.96 -2.44
C 3.05 2.96 -3.59
C 3.79 2.31 -4.75
C 3.05 1.09 -5.29
C 2.77 0.10 -4.18
C 2.02 0.74 -3.02
C 4.06 1.57 -1.76
H 1.94 0.01 -0.11
H 1.00 0.60 1.25
H 0.28 0.62 -0.37
H 2.73 2.26 0.48
H 1.10 2.86 0.55
H 2.20 3.74 -1.40
H 0.82 2.75 -1.90
H 2.08 3.35 -3.93
H 3.63 3.78 -3.17
H 3.90 3.05 -5.56
H 4.80 2.03 -4.46
H 3.65 0.61 -6.08
H 2.11 1.41 -5.75
H 3.70 -0.35 -3.83
H 2.17 -0.73 -4.58
H 1.88 0.00 -2.22
H 1.03 1.08 -3.35
H 3.86 0.81 -1.00
H 4.49 2.47 -1.31
H 4.75 1.15 -2.49
*
```

A molecular structure, C17H23OSi at a distorted geometry. Source: OMol25; level of theory: ωB97M-V/def2-TZVPD.

The calculation puts the lowest unoccupied orbital energy at -5.84 eV. The value obtained for the energy relative to the best compared isomer or geometry (same formula, charge and spin) is 1.664 eV. The value obtained for the HOMO energy is -10.974 eV. As for the energy: -1025.96094 Ha. Its HOMO-LUMO gap is 5.1 eV.

Structure (ORCA input):
```
! wB97M-V def2-TZVPD RIJCOSX def2/J DEFGRID3
* xyz 1 1
C 3.40 0.26 -3.11
O 2.00 0.58 -3.03
C 1.13 -0.49 -2.76
C -0.33 -0.26 -3.02
C -1.19 -1.38 -2.84
C -2.55 -1.26 -3.13
C -3.09 0.00 -3.45
C -2.29 1.15 -3.27
C -0.92 1.03 -2.96
H 3.94 1.20 -3.37
H 3.89 -0.17 -2.19
H 3.50 -0.48 -3.93
H 1.47 -1.49 -3.07
H -0.75 -2.35 -2.55
H -3.18 -2.16 -3.19
H -4.13 0.10 -3.77
H -2.71 2.15 -3.44
H -0.28 1.90 -2.75
C 2.39 -2.28 1.57
Si 2.03 -0.45 1.97
C 3.18 0.93 1.32
H 1.05 -0.47 -1.72
C 0.22 0.01 2.06
C 0.17 0.12 3.48
C -1.01 0.46 4.12
C -2.16 0.71 3.37
C -3.40 1.08 4.11
C -2.14 0.61 1.98
C -0.95 0.27 1.32
H 1.55 -2.89 1.21
H 3.21 -2.48 0.86
H 2.70 -2.67 2.57
H 2.71 1.79 0.81
H 3.65 1.29 2.27
H 3.99 0.62 0.63
H 1.07 -0.07 4.08
H -1.05 0.54 5.20
H -4.24 1.25 3.45
H -3.68 0.29 4.82
H -3.24 1.98 4.71
H -3.05 0.80 1.42
H -0.90 0.19 0.24
*
```